{
  "formula": "C23H45Cl3IrN2O3PSi",
  "method": "ωB97M-V/def2-TZVPD",
  "s2": 6.06,
  "spin_multiplicity": 5,
  "total_energy_ha": -3354.31615,
  "e_above_lowest_kj_mol": 1.0,
  "total_charge": 0,
  "homo_ev": [-4.62, -7.95],
  "gap_ev": [5.002, 5.431],
  "species": ["C", "C", "H", "H", "H", "C", "C", "H", "H", "H", "H", "Ir", "Cl", "Cl", "C", "O", "N", "C", "C", "H", "H", "H", "H", "H", "H", "H", "H", "H", "C", "C", "N", "H", "C", "O", "H", "H", "H", "H", "O", "C", "C", "C", "H", "C", "H", "C", "H", "C", "C", "H", "H", "H", "Si", "Cl", "C", "C", "C", "H", "H", "H", "H", "H", "H", "H", "H", "H", "C", "P", "C", "C", "H", "H", "H", "H", "H", "H", "H", "H", "H"],
  "xyz": [[2.14406, -2.55630, -3.40687], [3.49475, -2.13207, -2.91438], [2.04707, -2.36969, -4.48392], [1.34367, -2.01260, -2.87603], [1.98132, -3.63569, -3.24713], [4.56108, -1.94352, -3.70565], [4.58599, -2.24330, -5.16604], [5.49807, -1.57186, -3.28404], [3.67286, -1.91279, -5.67849], [4.71469, -3.31735, -5.37379], [5.44011, -1.72803, -5.61886], [-4.19461, 0.43034, 0.94591], [-4.87477, -1.28887, 2.29068], [-2.89390, -0.94726, -0.46238], [-1.90384, -0.35653, 2.55883], [-2.38407, 0.66830, 1.96343], [-0.91301, -0.21277, 3.42673], [-0.33266, 1.10493, 3.67496], [-0.28691, -1.35796, 4.06990], [-2.30093, -1.36503, 2.37716], [-1.06244, 1.88863, 3.42939], [0.57641, 1.25153, 3.06879], [-0.05503, 1.16655, 4.73208], [-0.90627, -2.24071, 3.89053], [-0.19591, -1.17615, 5.14622], [0.72098, -1.54230, 3.67266], [-3.83182, 0.82437, -4.13918], [-1.58095, 0.92752, -2.48686], [-4.11167, 1.79378, -3.70157], [-1.92197, 1.97206, -2.51141], [-3.37313, 2.03254, -2.46781], [-5.18349, 1.79924, -3.48712], [-3.99012, 2.13478, -1.30503], [-3.38017, 2.01185, -0.18225], [-1.51359, 2.50286, -1.64574], [-5.07335, 2.31055, -1.35214], [-3.87813, 2.58458, -4.42645], [-1.60165, 2.44440, -3.44632], [2.92678, -0.59334, -1.19009], [3.55377, -1.85720, -1.41514], [5.86216, -0.87610, -0.81431], [4.95784, -1.94424, -0.82378], [5.54955, 0.09605, -1.19330], [7.16962, -1.08674, -0.35125], [2.95102, -2.65290, -0.94479], [5.36552, -3.20597, -0.36809], [7.86937, -0.24737, -0.32710], [7.58599, -2.35229, 0.07380], [6.67623, -3.41992, 0.05623], [4.63423, -4.01610, -0.41048], [8.61115, -2.51668, 0.42549], [6.97810, -4.42060, 0.38256], [2.13346, 0.23622, 0.04374], [-5.91790, 0.07050, -0.55231], [2.75160, 2.00205, -0.07951], [2.70950, -0.52073, 1.65798], [0.31848, 0.06213, -0.33223], [3.85161, 2.02099, -0.13503], [2.44964, 2.59627, 0.79623], [2.36323, 2.50225, -0.97888], [0.13201, 0.35877, -1.37683], [-0.35232, 0.66526, 0.30049], [-0.00612, -0.98003, -0.23634], [3.81176, -0.56079, 1.67500], [2.33572, -1.54833, 1.76918], [2.38715, 0.06013, 2.53483], [-7.23447, 1.00407, 2.71291], [-5.64608, 1.70138, 2.18002], [-6.08231, 3.25039, 1.35081], [-4.77008, 2.16797, 3.69500], [-7.81959, 0.72125, 1.82861], [-7.80058, 1.75104, 3.29409], [-7.05565, 0.11779, 3.33308], [-6.66089, 3.88707, 2.03758], [-5.17017, 3.77670, 1.05033], [-6.68462, 3.03297, 0.45870], [-5.37587, 2.87607, 4.27536], [-4.57892, 1.26779, 4.29087], [-3.81656, 2.63620, 3.42874]],
  "lowdin_spin": [0.003, 0.029, 0.001, 0.000, 0.000, 0.017, 0.002, 0.001, 0.001, 0.001, 0.000, 1.451, 0.200, -0.007, 0.010, 0.068, 0.006, 0.001, 0.001, 0.001, 0.001, 0.000, 0.000, 0.000, 0.000, 0.000, 0.001, 0.000, 0.003, 0.003, 0.021, 0.001, 0.035, 0.047, 0.001, 0.002, 0.000, 0.001, 0.012, 0.049, 0.045, 0.458, -0.006, 0.385, 0.009, 0.394, 0.020, 0.484, 0.049, 0.022, 0.025, -0.007, 0.001, 0.185, 0.000, 0.004, 0.000, 0.000, 0.000, 0.000, 0.000, 0.000, 0.000, 0.002, 0.000, 0.000, -0.002, -0.022, -0.002, -0.004, 0.000, -0.001, 0.001, 0.000, 0.000, 0.000, -0.001, 0.000, 0.000]
}